The following is a DFT calculation (ωB97M-V with the def2-TZVPD basis set) of a molecular structure, C16H30NO5P2STl.

CARTESIAN COORDINATES (ANGSTROEM)
1 Tl 2.59048 1.48439 0.03578
2 S -1.08544 -4.79307 -1.26567
3 P -1.05562 1.36136 1.50142
4 P -1.49334 0.60072 -2.83534
5 O -1.48868 -3.60042 -1.95434
6 O -1.17422 -6.08797 -1.87293
7 O 3.21213 -0.69071 -1.24486
8 O 0.29607 1.87092 1.11798
9 O 1.77958 -0.82261 0.43939
10 N 0.47423 -4.61048 -0.84528
11 C 2.10136 -2.76817 -0.93665
12 C -1.34971 -0.34602 1.01775
13 C 0.93961 -3.39194 -0.18050
14 C -2.73552 -3.73423 0.65348
15 C -4.19758 -4.96017 3.93119
16 C -2.01368 -4.84374 0.24331
17 C -1.30774 1.41093 3.28797
18 C 0.03509 -0.37779 -2.56870
19 C -1.30304 0.96730 -4.62580
20 C -3.43613 -3.78104 1.84733
21 C -3.42791 -4.92452 2.64124
22 C -2.39718 2.32041 0.78252
23 C -2.72183 -0.76295 -2.94120
24 C 2.40090 -1.32758 -0.54717
25 C -1.99944 -5.99739 1.01274
26 C -2.70224 -6.03030 2.20554
27 H -2.75502 -2.85566 0.02411
28 H 0.91666 0.23094 -2.78262
29 H -1.42253 -0.39537 -0.06916
30 H -0.50461 -0.95849 1.33091
31 H 3.01991 -3.34373 -0.80056
32 H -3.66671 -0.36713 -3.31632
33 H -3.36799 1.92225 1.07919
34 H 1.88874 -2.78435 -2.00691
35 H -1.20788 2.43846 3.63647
36 H -2.30120 2.28196 -0.30398
37 H 0.10889 -2.68714 -0.14423
38 H 0.06093 -1.26838 -3.20029
39 H -1.45790 -6.86836 0.66800
40 H -2.69578 -6.93219 2.80453
41 H -2.31533 3.35640 1.11034
42 H 1.20817 -3.61202 0.85490
43 H -5.26020 -4.78678 3.75548
44 H -2.29418 1.03396 3.55741
45 H -2.27526 -0.72105 1.45559
46 H 0.10642 -0.69610 -1.52760
47 H -3.84845 -4.18464 4.61484
48 H -2.90816 -1.18274 -1.95148
49 H -1.08807 0.06586 -5.20355
50 H -4.09014 -5.92185 4.42946
51 H -0.54429 0.80281 3.77235
52 H -0.48858 1.67854 -4.76763
53 H 0.91008 -5.48567 -0.59746
54 H -2.38382 -1.57242 -3.58988
55 H -2.21615 1.42324 -5.00911
56 H -4.01050 -2.91853 2.16432

Atoms 1-2, force components in eV/Å:
0.1 0.0 0.1
0.0 0.0 0.0

The total energy is -62915.5934 eV. As for the net charge: 0. The calculation puts the orbital gap at 8.7626 eV. The calculation puts the energy relative to the best compared isomer or geometry (same formula, charge and spin) at 0.000 eV. The HOMO energy comes out at -8.42 eV.

=====

The following is a DFT calculation (ωB97M-V with the def2-TZVPD basis set) of a molecular structure, C40H53InN13O2P.

CARTESIAN COORDINATES (ANGSTROEM)
1 In -0.18652 -1.46811 -0.67106
2 P 0.31122 -0.65891 -4.45768
3 O -3.95919 -2.30486 -0.33069
4 O 2.05831 1.68061 4.02669
5 N 1.39215 -0.00172 -6.95607
6 N -3.12826 1.28896 -0.94672
7 N 1.30156 -1.73846 3.31305
8 N 1.81320 0.31315 4.27632
9 N -2.75116 2.88553 0.66971
10 N 2.83050 -0.20687 0.78308
11 N 2.99724 -0.34581 -5.17083
12 N -2.03119 -1.77824 0.87720
13 N 1.67200 1.69422 -5.23203
14 N -1.03707 1.35440 0.05597
15 N -0.61335 0.18726 2.39769
16 N -0.83791 -3.91549 -0.39592
17 N 1.74758 0.38122 0.17659
18 C 1.13947 4.22859 0.46098
19 C 5.13920 -1.38798 1.74922
20 C 4.97853 -1.16508 0.38837
21 C -1.94452 -0.04358 2.61360
22 C 3.83325 -0.56062 -0.05888
23 C -2.52726 0.60426 3.70748
24 C -2.63370 0.56303 -2.10261
25 C -0.26937 -5.05204 -0.79769
26 C -2.16628 -3.81476 -0.42770
27 C 1.15149 1.39416 1.06971
28 C -2.19675 3.30956 1.94721
29 C -2.29090 1.86955 -0.08392
30 C 1.23440 2.48465 4.86449
31 C 2.92942 -0.48516 2.11340
32 C -3.85605 0.41394 4.02833
33 C 1.37147 1.39145 -6.71376
34 C 2.68593 -0.56959 -6.58364
35 C 0.10376 3.47456 0.03012
36 C -3.84110 3.74684 0.21801
37 C 2.74397 -0.17138 5.28531
38 C -2.80971 -2.52520 0.05401
39 C 2.21063 2.35173 1.50424
40 C 0.27294 -0.70813 -6.31983
41 C 0.17729 -1.95595 4.23177
42 C 2.19850 3.66642 1.24644
43 C -2.68382 -0.94822 1.82032
44 C -4.03001 -1.11803 2.18846
45 C 4.10130 -1.04895 2.59409
46 C -2.98032 -4.85179 -0.86237
47 C -1.00294 -6.14648 -1.21766
48 C -4.61014 -0.45450 3.25534
49 C 0.00716 2.08180 0.35401
50 C 1.67478 -0.37443 2.99089
51 C 0.57971 1.18639 -4.33620
52 C -4.54668 1.06686 -0.65411
53 C 0.56581 0.44583 2.23817
54 C 2.10815 -1.09631 -4.27579
55 C -2.38676 -6.04039 -1.24998
56 C 1.23749 -2.70691 2.23128
57 C 3.01903 1.04102 -4.88384
58 H 0.27871 -2.66388 1.69724
59 H 1.18824 5.27448 0.18193
60 H 1.76216 2.70451 -5.11957
61 H -4.73029 -0.00627 -0.72447
62 H -4.77478 1.38036 0.35991
63 H 2.06408 -2.60247 1.52840
64 H 1.30850 -3.70771 2.66128
65 H -2.81019 -0.50808 -1.98617
66 H 2.40755 0.17825 6.26082
67 H 3.19504 1.23197 -3.82531
68 H -5.64802 -0.64253 3.49502
69 H 0.39693 1.82635 -6.93250
70 H 2.23219 -2.16360 -4.46543
71 H -1.56970 0.74548 -2.23117
72 H 3.76602 1.55485 -5.48972
73 H 2.39991 -0.92112 -3.23736
74 H -0.67159 -0.29197 -6.67581
75 H -4.63038 -1.81361 1.62728
76 H -4.05030 -4.70614 -0.87749
77 H -4.28496 0.91887 4.88349
78 H -0.76915 -2.09099 3.70109
79 H 0.20238 2.13223 4.82953
80 H -4.71475 3.65608 0.86447
81 H -1.90153 1.24279 4.31857
82 H 2.14758 1.90258 -7.28415
83 H 3.02089 4.29331 1.56214
84 H 1.58944 2.47498 5.89635
85 H 2.67721 -1.63929 -6.78205
86 H 1.30544 3.49810 4.47233
87 H -2.99328 -6.87479 -1.57614
88 H -3.49040 4.78000 0.25927
89 H 5.74489 -1.43036 -0.32551
90 H 4.15961 -1.28502 3.64255
91 H 0.81441 -5.08457 -0.77017
92 H -4.12259 3.51309 -0.80238
93 H -5.18627 1.59460 -1.36320
94 H 3.46437 -0.10835 -7.19327
95 H 0.07599 -1.12781 4.92516
96 H 2.72180 -1.25850 5.29349
97 H -3.17180 0.90269 -2.99086
98 H -1.41460 2.63792 2.27921
99 H 0.84466 1.44410 -3.30745
100 H 0.29455 -1.75116 -6.63957
101 H -0.33879 1.71345 -4.59889
102 H 3.76178 0.19366 5.12071
103 H -2.99419 3.30586 2.68961
104 H -1.79125 4.31995 1.86040
105 H 0.38059 -2.86625 4.79944
106 H 6.04124 -1.83848 2.13759
107 H -0.68107 3.91189 -0.57290
108 H 3.64766 -0.29528 -1.08707
109 H 3.08053 1.94073 1.99172
110 H -0.50094 -7.05697 -1.51298

Atoms 1-2, force components in eV/Å:
0.1 0.0 0.2
-0.2 0.0 -0.1

The total energy is -80249.6250 eV. As for the net charge: +2. The calculation puts the orbital gap at 5.2352 eV. The calculation puts the energy relative to the best compared isomer or geometry (same formula, charge and spin) at 0.000 eV. The HOMO energy comes out at -10.82 eV.

=====

The following is a DFT calculation (ωB97M-V with the def2-TZVPD basis set) of a molecular structure, C4H14InO4 in a non-equilibrium geometry.

CARTESIAN COORDINATES (ANGSTROEM)
1 In 24.66730 11.38990 0.75020
2 O 26.31648 11.12701 3.05826
3 O 25.96588 13.95500 1.47276
4 O 25.18450 12.82769 -1.64318
5 O 22.04164 10.60379 1.78867
6 C 19.94961 9.35252 2.06097
7 C 26.68806 16.22309 1.36556
8 C 20.79568 10.60423 2.48655
9 C 26.57781 14.93596 0.59261
10 H 27.50777 14.48024 0.24498
11 H 25.98422 14.97710 -0.32019
12 H 19.00429 9.41329 2.60617
13 H 26.94263 17.00613 0.64843
14 H 27.13192 10.72710 3.40649
15 H 26.19082 14.22982 2.36644
16 H 20.24793 11.48687 2.16029
17 H 19.64414 9.33171 1.01483
18 H 22.24786 9.68279 1.59889
19 H 20.96229 10.66068 3.56155
20 H 25.73221 16.56894 1.76515
21 H 20.30761 8.35206 2.31001
22 H 25.28965 13.79299 -1.67483
23 H 27.35482 16.19055 2.22650

Atoms 1-2, force components in eV/Å:
1.7 1.9 0.3
-1.5 0.8 -0.8

The total energy is -17724.0864 eV. As for the net charge: +1. The calculation puts the orbital gap at 4.3893 eV. The HOMO energy comes out at -13.68 eV.

=====

The following M values (in g/mol) correspond, in order, to the records above: 614.82; 893.75; 240.97.